No. 1
The following is a quantum chemistry calculation of a molecular structure, C20H31GeI2N2O4SiTa, from the Open Molecules 2025 dataset.

Geometry as ORCA input:
```
! RIJCOSX wB97M-V def2-TZVPD def2/J DEFGRID3
* xyz 2 1
Ta -0.33569 -0.66322 0.55259
I 7.16238 0.38173 2.12080
C 5.24236 -0.22747 1.62229
C 5.04011 -1.04719 0.52032
C 3.75583 -1.45370 0.17245
I 3.46415 -2.71062 -1.45140
C 2.69028 -1.02690 0.94351
O 1.39247 -1.38166 0.63576
C 2.88055 -0.22893 2.06769
C 1.70470 0.10084 2.93899
N 0.56838 0.69794 2.16507
C -0.53415 1.09698 3.06740
C -1.32848 -0.13047 3.40609
C -1.98606 -0.29004 4.60505
C -2.70757 -1.45470 4.83105
C -2.74362 -2.43154 3.84727
C -2.07162 -2.21404 2.66637
N -1.37426 -1.07827 2.43940
C 4.16279 0.17728 2.40016
H 5.88173 -1.37714 -0.07275
H 2.00192 0.79823 3.72337
H 1.31937 -0.80110 3.42292
H 0.91811 1.53317 1.69475
H -1.17246 1.81320 2.54735
H -0.15333 1.57547 3.97043
H -1.92594 0.48502 5.35672
H -3.22673 -1.60030 5.76904
H -3.28318 -3.35676 3.98763
H -2.07247 -2.95121 1.87654
H 4.32434 0.79509 3.27434
O -1.53587 -2.09229 -0.00337
O -0.69302 -1.82004 -1.16710
C -1.09853 -0.52291 -5.35912
Ge -0.11683 -1.17095 -3.81363
C 1.07181 0.18606 -3.05589
C 0.74185 -2.87866 -4.14141
C -1.47432 -1.49444 -2.35241
H -0.44601 -0.56887 -6.23094
H -1.42936 0.50694 -5.23890
H -1.96854 -1.14757 -5.56055
H 1.87289 0.42562 -3.75690
H 1.55734 -0.17220 -2.14438
H 0.51850 1.09997 -2.85206
H 1.64704 -2.74511 -4.73319
H 0.06545 -3.52717 -4.69828
H 1.00441 -3.37048 -3.20672
H -2.08796 -2.36905 -2.55938
H -2.10200 -0.63271 -2.12790
C -0.00944 3.51226 -0.78074
Si -1.52849 2.45481 -0.74034
C -2.25174 2.11868 -2.40580
C -2.79447 3.07576 0.46378
O -0.99570 0.92266 -0.09157
H -0.27454 4.50911 -1.14236
H 0.76338 3.12342 -1.44259
H 0.42388 3.64679 0.21407
H -2.53168 3.06930 -2.86783
H -3.15721 1.51193 -2.34415
H -1.54271 1.63493 -3.07465
H -3.32607 3.92107 0.02000
H -2.35152 3.44546 1.39117
H -3.54445 2.31799 0.70194
*
```

E_tot: -4209.6156 a.u.
Frontier orbital gap: 6.57 eV
E_LUMO: -6.85 eV

Here are the natural (NBO) charges for atoms 1 to 5, given in e: 2.57 0.26 -0.15 -0.23 -0.21



No. 2
The following is a quantum chemistry calculation of a molecular structure, C20H31GeN5O2PdSe, from the Open Molecules 2025 dataset.

Geometry as ORCA input:
```
! RIJCOSX wB97M-V def2-TZVPD def2/J DEFGRID3
* xyz 0 1
Pd -0.05564 -0.05169 0.13574
N -1.88074 1.08872 -0.00723
C -2.83422 1.08388 1.12829
C -3.84320 -0.05799 1.11851
C -3.30088 -1.48269 0.99700
N -2.85630 -1.87762 -0.33863
H -1.49685 2.02416 -0.08868
H -2.37735 0.92361 -0.87527
H -3.41176 2.01656 1.14524
H -2.23484 1.05567 2.03956
H -4.56207 0.10382 0.30483
H -4.41991 0.03878 2.04376
H -4.05851 -2.19119 1.34108
H -2.44051 -1.59897 1.66563
H -3.55652 -1.63750 -1.03243
H -2.02769 -1.30614 -0.53746
O 5.95546 -5.44153 0.31224
N 4.75015 -5.47482 0.18695
O 4.11022 -6.49465 0.03914
C 4.02189 -4.15829 0.13122
C 4.82560 -3.08527 0.02648
C 4.26801 -1.76778 -0.05909
C 5.08514 -0.63568 -0.19066
C 4.48982 0.59312 -0.26502
C 3.09044 0.66214 -0.20345
N 2.29970 -0.38590 -0.07699
C 2.88279 -1.60078 -0.00937
C 2.02636 -2.77584 0.11187
N 0.70813 -2.52950 0.14212
C -0.11941 -3.54750 0.23289
C 0.32211 -4.87268 0.31583
C 1.66395 -5.14294 0.29183
C 2.57500 -4.07256 0.17682
H 5.89626 -3.21944 0.00618
H 6.16097 -0.75049 -0.23270
H 5.06231 1.50305 -0.37034
H 2.58049 1.61479 -0.27016
H -1.17654 -3.30851 0.21758
H -0.40124 -5.67220 0.39460
H 2.02110 -6.15408 0.35253
C 3.59406 4.59591 -2.28663
Ge 3.39618 5.19372 -0.44550
C 4.44115 4.06965 0.75486
C 4.04356 7.03046 -0.30797
C 1.50386 5.18173 0.04670
Se 0.62718 3.44402 -0.17714
C 0.84963 2.78839 1.62440
H 4.64611 4.53919 -2.56828
H 3.11093 5.31104 -2.95482
H 3.13154 3.62246 -2.45034
H 5.49522 4.07323 0.47378
H 4.09868 3.03673 0.74978
H 4.36755 4.44492 1.77662
H 5.09801 7.09510 -0.57743
H 3.93007 7.40637 0.70934
H 3.48267 7.68319 -0.97738
H 0.96692 5.89149 -0.58486
H 1.35614 5.51658 1.07448
H 1.89198 2.84494 1.93156
H 0.53832 1.73515 1.57919
H 0.22946 3.34934 2.32138
*
```

E_tot: -5811.0754 a.u.
Frontier orbital gap: 5.27 eV
E_LUMO: -0.81 eV

Here are the natural (NBO) charges for atoms 1 to 5, given in e: -0.08 -0.85 -0.21 -0.42 -0.23



No. 3
The following is a quantum chemistry calculation of a molecular structure, C20H31HfO2 at a distorted geometry, from the Open Molecules 2025 dataset.

Geometry as ORCA input:
```
! RIJCOSX wB97M-V def2-TZVPD def2/J DEFGRID3
* xyz 1 1
O -0.62639 -0.77916 -0.37345
C -1.95207 -0.44827 0.34877
C -2.68907 -1.49371 -0.42219
H -2.23459 0.53869 0.02710
H -1.86019 -0.50236 1.42770
C -1.54263 -1.41521 -1.47991
H -3.73157 -1.24503 -0.60633
H -2.69072 -2.48677 0.05460
C -1.61510 -0.34114 -2.55448
H -1.41023 0.67490 -2.19010
H -2.57377 -0.32563 -3.08736
H -0.82171 -0.50687 -3.29046
C -1.05517 -2.76990 -1.98924
H -1.29664 -3.56698 -1.27938
H 0.01904 -2.81234 -2.18761
H -1.55270 -3.02820 -2.93710
Hf 1.44928 -0.51221 0.46446
C 2.03570 -2.38589 1.77610
C 1.95434 -1.52437 2.92084
C 0.57795 -1.30100 3.19918
H 2.81048 -1.20862 3.52471
C -0.19128 -2.01694 2.24996
C 0.69098 -2.66008 1.32229
H 0.40582 -3.43666 0.60801
H 2.92165 -2.95357 1.50025
H 0.16255 -0.74712 4.03583
H -1.26545 -2.14790 2.28813
C 3.67605 -1.25826 -0.15196
C 2.70528 -2.08397 -0.82126
C 1.99730 -1.26763 -1.75693
H 2.59819 -3.16208 -0.73121
C 2.50189 0.06762 -1.63799
C 3.56360 0.06046 -0.67166
H 4.24925 0.88365 -0.46907
H 4.45408 -1.60374 0.53707
H 1.36662 -1.62495 -2.56558
H 2.20685 0.89565 -2.27438
O -1.01173 2.10565 -0.37043
C -2.28742 2.62455 -0.94087
C -2.60764 3.98513 -0.28753
H -3.10226 1.88862 -0.86032
H -2.19434 2.74779 -2.02638
C -1.46850 4.24356 0.71567
H -3.58423 4.00699 0.20087
H -2.64585 4.74346 -1.07473
C -0.57773 2.99029 0.66635
H -1.83733 4.42385 1.72960
H -0.86818 5.12050 0.47021
H -0.60265 2.42652 1.62276
H 0.47637 3.22631 0.46634
C 2.18214 1.20558 1.56981
H 1.99208 2.10160 0.96738
H 1.65765 1.37727 2.51596
H 3.24200 1.27793 1.82790
*
```

E_tot: -978.8805 a.u.
Frontier orbital gap: 9.09 eV
E_LUMO: -2.62 eV

Here are the natural (NBO) charges for atoms 1 to 5, given in e: -0.68 -0.05 -0.46 0.23 0.21



No. 4
The following is a quantum chemistry calculation of a molecular structure, C20H31IrN10O at a distorted geometry, from the Open Molecules 2025 dataset.

Geometry as ORCA input:
```
! RIJCOSX wB97M-V def2-TZVPD def2/J DEFGRID3
* xyz 3 2
Ir 0.22018 -0.90557 0.64521
C -1.80002 -1.90687 3.25211
C -2.14882 -2.20907 1.92911
C -1.00722 -2.77947 1.27071
C 0.03808 -2.83157 2.24341
C -0.46752 -2.27927 3.45511
H -2.45822 -1.50317 3.99621
H -3.13492 -2.14147 1.51021
H -1.06812 -3.42827 0.40891
H 0.93758 -3.41857 2.16521
H 0.07048 -2.21277 4.38121
N 4.58838 -0.91317 0.98651
C 4.65648 -1.83317 -0.00509
C 3.36008 -2.16777 -0.31469
N 2.51878 -1.46217 0.46971
C 3.28058 -0.70167 1.26151
C 2.67948 0.12763 2.25531
N 1.35018 0.18173 2.36481
C 1.07768 1.00493 3.40111
C 2.25638 1.46353 3.93591
N 3.25298 0.89933 3.20621
H 5.38948 -0.46397 1.40621
H 5.58478 -2.19507 -0.39929
H 3.01688 -2.89467 -1.01979
H 0.07058 1.20373 3.70381
H 2.45008 2.11073 4.76781
H 4.23918 1.05633 3.36771
C -2.57022 0.52083 -3.13729
N -2.00142 -0.56947 -2.38409
C -2.68992 -0.94937 -1.18769
C -0.73222 -1.02287 -2.58579
N -0.02112 -1.45857 -1.57979
N -0.26702 -1.03347 -3.87279
C 1.14508 -1.06717 -4.14589
C -1.10202 -1.38147 -4.99409
H -2.78652 1.34963 -2.45779
H -3.51682 0.22363 -3.59289
H -1.90092 0.87523 -3.91629
H -3.67042 -0.48317 -1.16799
H -2.11812 -0.64257 -0.29289
H -2.81032 -2.03297 -1.15299
H 0.84928 -1.89157 -1.87269
H 1.51358 -2.09387 -4.24609
H 1.70408 -0.53877 -3.37539
H 1.32808 -0.57897 -5.10529
H -2.13652 -1.54227 -4.70609
H -0.72272 -2.30227 -5.44839
H -1.05142 -0.60907 -5.76589
C -1.51892 4.80043 1.16161
N -0.96772 3.50493 0.84321
C 0.25328 3.34713 0.08961
C 0.34258 1.84373 -0.01739
O 1.21818 1.15633 -0.52269
N -0.73732 1.29683 0.59681
C -1.49902 2.30593 1.08341
N -2.65582 2.10483 1.70221
H -0.70342 5.51343 1.27441
H -2.07182 4.76303 2.09841
H -2.17932 5.15463 0.36671
H 1.12128 3.74563 0.62341
H 0.20358 3.84793 -0.88269
H -2.96662 1.17123 1.91791
H -3.23452 2.87213 2.00791
*
```

E_tot: -1506.8655 a.u.
Frontier orbital gap (spin up / spin down): 5.70 / 5.78 eV
E_LUMO (spin up / spin down): -10.98 / -10.89 eV
⟨S²⟩: 0.80

Here are the natural (NBO) charges for atoms 1 to 5, given in e: 1.24 -0.23 -0.09 -0.30 -0.11